Model P:
This record from the OMol25 dataset describes a structure of composition C8H11NO. The level of theory is ωB97M-V with the def2-TZVPD basis set.

Element x y z (Å)
1 C 1.342 -0.389 1.259
2 C 1.102 -0.945 -0.020
3 C 0.467 -0.046 -0.896
4 C 0.063 1.313 -0.610
5 C 0.695 1.811 0.540
6 C 1.258 0.956 1.453
7 C -0.888 -1.030 0.017
8 C -1.443 -1.043 -1.393
9 H 2.088 -0.980 1.839
10 H 1.291 -1.916 -0.142
11 H 0.157 -0.353 -1.817
12 H -0.381 2.178 -1.162
13 H 0.791 2.894 0.824
14 H 1.806 1.453 2.233
15 H -0.717 0.191 1.634
16 H -1.464 0.957 0.258
17 H -0.827 -1.692 -2.014
18 H -1.489 -0.044 -1.838
19 H -2.449 -1.469 -1.377
20 N -0.975 0.171 0.660
21 O -0.427 -2.017 0.553

Output
E_HOMO = -7.70 eV
Gap between HOMO and LUMO = 8.011 eV

Results of the Mulliken charge analysis, in e, for atoms 1 through 5: atom 1 (C): -0.6262, atom 2 (C): -0.3944, atom 3 (C): -0.2754, atom 4 (C): -0.9525, atom 5 (C): -0.0859

Model Q:
This record from the OMol25 dataset describes a cluster of 3 separate species, C8H11NO in total. The level of theory is ωB97M-V with the def2-TZVPD basis set.

Element x y z (Å)
1 C 3.291 1.188 0.235
2 C 3.390 -0.218 0.173
3 C 2.507 -1.145 -0.201
4 C 1.239 -0.721 -0.582
5 C 0.944 0.674 -0.512
6 C 1.908 1.607 -0.012
7 C -3.249 0.217 -0.172
8 C -1.981 -0.659 -0.317
9 H 4.225 1.912 0.237
10 H 4.336 -0.772 0.293
11 H 2.783 -2.118 -0.042
12 H 0.376 -1.323 -0.818
13 H -0.048 0.937 -0.618
14 H 1.520 2.591 0.297
15 H -4.659 0.583 1.193
16 H -4.248 -1.340 1.501
17 H -1.748 -1.137 -1.264
18 H -2.047 -1.388 0.560
19 H -1.155 -0.070 0.112
20 N -3.754 0.231 1.015
21 O -3.631 0.951 -1.078

Output
E_HOMO = -9.21 eV
Gap between HOMO and LUMO = 7.703 eV

Results of the Mulliken charge analysis, in e, for atoms 1 through 5: atom 1 (C): -0.5941, atom 2 (C): -0.0382, atom 3 (C): -0.7392, atom 4 (C): -0.0138, atom 5 (C): -0.4976

Energy comparison, zero being the most stable, in eV: model P 3.892; model Q 0.000.

Model P:
This record from the OMol25 dataset describes a structure of composition C4H12N2. The level of theory is ωB97M-V with the def2-TZVPD basis set.

Element x y z (Å)
1 C 2.030 -0.866 -0.828
2 N 1.222 -0.767 0.370
3 C 0.738 0.559 0.666
4 C -0.477 1.116 -0.110
5 C -1.781 0.485 0.346
6 N -1.749 -1.020 -0.246
7 H 1.911 0.009 -1.476
8 H 3.109 -0.860 -0.609
9 H 1.791 -1.785 -1.360
10 H 0.452 -1.406 0.299
11 H 1.546 1.258 0.400
12 H 0.709 0.847 1.718
13 H -0.298 0.843 -1.161
14 H -0.414 2.187 0.030
15 H -1.933 0.760 1.391
16 H -1.484 -0.855 0.779
17 H -2.687 -1.389 -0.061
18 H -2.684 0.882 -0.146

Output
2S+1 = 2
Expectation value of S² = 0.750
E_HOMO (alpha / beta) = 1.37 / -5.07 eV
Total charge = -1
Gap between HOMO and LUMO (alpha / beta) = 2.608 / 8.892 eV

Results of the Mulliken charge analysis, in e, for atoms 1 through 5: atom 1 (C): -0.9228, atom 2 (N): -0.2395, atom 3 (C): -1.7458, atom 4 (C): -0.6800, atom 5 (C): -2.9607

Model Q:
This record from the OMol25 dataset describes a cluster of 2 separate species, C4H12N2 in total. The level of theory is ωB97M-V with the def2-TZVPD basis set.

Element x y z (Å)
1 C 1.198 -1.556 0.503
2 C -0.265 -1.846 0.869
3 N -1.145 -1.707 -0.280
4 H 1.806 -2.380 0.896
5 H 1.270 -1.660 -0.584
6 H 1.598 -0.645 0.925
7 H -0.377 -2.862 1.235
8 H -0.540 -1.182 1.709
9 H -1.413 -0.761 -0.537
10 H -1.980 -2.244 -0.063
11 C -0.137 2.176 0.420
12 C 0.029 1.906 -1.906
13 N -0.751 1.785 -0.803
14 H 0.696 2.904 0.309
15 H 0.226 1.324 1.031
16 H -0.851 2.764 1.023
17 H 1.093 2.131 -1.867
18 H -0.457 1.853 -2.881

Output
2S+1 = 2
Expectation value of S² = 0.754
E_HOMO (alpha / beta) = 0.68 / -3.23 eV
Total charge = -1
Gap between HOMO and LUMO (alpha / beta) = 3.241 / 7.124 eV

Results of the Mulliken charge analysis, in e, for atoms 1 through 5: atom 1 (C): -1.1860, atom 2 (C): -0.2121, atom 3 (N): -0.6665, atom 4 (H): 0.3075, atom 5 (H): 0.3160

Energy comparison, zero being the most stable, in eV: model P 1.768; model Q 0.000.